[1]
Formula: C32H45N3O15
Source: the OMol25 dataset
Level of theory: the ωB97M-V functional and the def2-TZVPD basis

```
! wB97M-V def2-TZVPD RIJCOSX def2/J DEFGRID3
* xyz -1 2
C 3.851 -2.702 -0.889
C 4.904 -3.388 -1.735
C 4.453 -3.490 -3.196
O 5.513 -2.970 -3.909
C 6.436 -2.401 -3.105
O 7.409 -1.758 -3.452
O 5.955 -2.489 -1.861
H 3.119 -3.443 -0.568
H 3.387 -1.805 -1.299
H 4.266 -2.460 0.089
H 5.124 -4.410 -1.424
H 3.439 -3.276 -3.532
H 4.477 -4.566 -3.366
C 0.703 -0.304 -0.261
C -0.731 -0.429 0.139
C -0.871 -1.263 1.385
O -1.673 -0.506 2.242
C -1.826 0.716 1.736
O -2.384 1.631 2.306
O -1.138 0.830 0.584
H 1.391 0.161 0.446
H 0.568 0.256 -1.186
H 1.053 -1.323 -0.424
H -1.483 -0.591 -0.632
H 0.086 -1.468 1.864
H -1.381 -2.186 1.108
C -0.960 2.292 -2.536
C -1.589 3.576 -1.940
C -1.010 3.902 -0.552
O -0.962 5.319 -0.557
C -0.966 5.754 -1.816
O -0.748 6.888 -2.235
O -1.182 4.753 -2.658
H -1.259 2.397 -3.579
H -1.346 1.344 -2.163
H 0.123 2.362 -2.434
H -2.675 3.488 -1.978
H -0.026 3.457 -0.400
H -1.674 3.594 0.256
C 5.868 0.912 -5.158
C 4.518 1.454 -4.635
C 3.474 1.371 -5.763
O 2.474 0.591 -5.139
C 2.860 0.116 -3.909
O 2.192 -0.529 -3.081
O 4.062 0.544 -3.627
H 6.113 1.472 -6.060
H 5.726 -0.102 -5.531
H 6.706 0.856 -4.463
H 4.597 2.486 -4.293
H 3.848 0.961 -6.701
H 3.288 2.392 -6.098
C -0.770 0.750 5.392
C -1.296 -0.669 5.383
C -0.215 -1.715 5.221
O -0.099 -2.299 6.504
C -1.119 -1.897 7.259
O -1.295 -2.281 8.405
O -1.786 -0.977 6.579
H -0.856 1.229 4.417
H 0.256 0.703 5.755
H -1.382 1.361 6.055
H -2.177 -0.672 4.742
H 0.787 -1.353 4.987
H -0.556 -2.521 4.572
N -4.271 -0.874 -2.205
C -5.024 0.229 -1.916
C -5.262 0.182 -0.558
C -4.409 -0.767 -0.070
C -3.937 -1.523 -1.074
H -3.920 -1.137 -3.115
H -5.382 0.762 -2.785
H -5.901 0.862 -0.014
H -4.240 -0.875 0.992
H -3.373 -2.442 -1.127
N 1.647 -4.749 4.343
C 2.538 -3.898 3.751
C 2.092 -3.615 2.439
C 0.964 -4.389 2.273
C 0.620 -4.948 3.470
H 1.614 -5.060 5.303
H 3.454 -3.650 4.266
H 2.610 -3.025 1.697
H 0.381 -4.281 1.370
H -0.188 -5.542 3.872
N -4.850 3.334 1.474
C -4.920 3.644 0.133
C -5.831 4.711 -0.056
C -6.434 4.901 1.211
C -5.706 4.186 2.108
H -4.275 2.581 1.824
H -4.369 3.035 -0.569
H -6.116 5.156 -0.998
H -7.225 5.563 1.531
H -5.874 3.954 3.149
*
```

* HOMO-LUMO gap (spin up / spin down): 1.90 / 8.33 eV
* HOMO energy (spin up / spin down): 0.24 / -6.23 eV
* energy: -69094.0494 eV



[2]
Formula: C32H46AuNO5S2Se
Source: the OMol25 dataset
Level of theory: the ωB97M-V functional and the def2-TZVPD basis

```
! wB97M-V def2-TZVPD RIJCOSX def2/J DEFGRID3
* xyz 0 3
Au 0.755 0.467 0.000
C 5.218 -4.031 3.519
C 4.123 -4.744 2.711
C 4.737 -5.915 1.935
C 3.090 -5.308 3.688
C 3.507 -3.735 1.749
C 2.213 -3.266 1.872
C 1.756 -2.277 1.016
Se 0.016 -1.536 1.324
C 0.316 -0.412 2.869
C 0.819 -0.931 4.019
C 0.919 -0.144 5.179
C 0.393 1.162 5.152
C -0.073 1.765 4.016
C -0.074 0.985 2.783
O -0.381 1.518 1.678
C -0.478 3.232 3.971
C 0.514 4.019 3.096
C -1.911 3.369 3.430
C -0.444 3.862 5.366
C 1.611 -0.656 6.432
C 2.884 0.187 6.627
C 0.691 -0.505 7.650
C 2.025 -2.122 6.305
C 2.519 -1.747 -0.037
O 1.984 -0.930 -0.951
C 3.868 -2.168 -0.121
C 4.291 -3.158 0.752
C 4.902 -1.595 -1.099
C 5.130 -2.596 -2.238
C 6.227 -1.368 -0.345
C 4.503 -0.245 -1.705
H 5.658 -4.715 4.249
H 6.016 -3.670 2.869
H 4.809 -3.165 4.041
H 5.180 -6.635 2.627
H 3.979 -6.432 1.343
H 5.523 -5.583 1.257
H 3.564 -6.051 4.331
H 2.682 -4.530 4.336
H 2.261 -5.793 3.170
H 1.549 -3.658 2.630
H 1.144 -1.960 4.048
H 0.439 1.735 6.065
H 0.537 3.658 2.071
H 0.221 5.072 3.096
H 1.523 3.930 3.498
H -1.997 2.993 2.414
H -2.616 2.827 4.063
H -2.198 4.423 3.433
H 0.554 3.823 5.802
H -0.727 4.912 5.285
H -1.149 3.383 6.050
H 2.644 1.238 6.788
H 3.430 -0.181 7.498
H 3.522 0.130 5.747
H 0.433 0.536 7.845
H -0.235 -1.068 7.520
H 1.199 -0.887 8.537
H 2.748 -2.259 5.498
H 2.501 -2.443 7.232
H 1.169 -2.777 6.126
H 5.315 -3.494 0.670
H 5.451 -3.564 -1.850
H 4.210 -2.747 -2.806
H 5.899 -2.230 -2.923
H 6.739 -2.300 -0.106
H 6.909 -0.779 -0.960
H 6.049 -0.837 0.590
H 3.669 -0.356 -2.393
H 4.223 0.472 -0.931
H 5.361 0.147 -2.257
S 0.796 4.476 -2.350
C 1.851 3.353 -3.092
C 1.749 2.148 -2.482
N 0.842 2.116 -1.455
C 0.275 3.276 -1.273
H 2.484 3.627 -3.917
H 2.298 1.252 -2.719
H -0.454 3.462 -0.499
C 5.085 1.937 2.242
S 3.487 1.216 2.525
O 2.853 2.062 3.532
O 3.722 -0.154 2.958
O 2.802 1.311 1.223
H 5.628 1.953 3.184
H 4.951 2.949 1.867
H 5.620 1.336 1.512
*
```

* HOMO-LUMO gap (spin up / spin down): 7.84 / 5.47 eV
* ΔE to the lowest compared entry with this formula, charge and spin: 0.00 kJ/mol
* HOMO energy (spin up / spin down): -7.51 / -7.61 eV
* energy: -136366.1463 eV